[1]
# C15H31FP2Re

A molecular structure, C15H31FP2Re (ωB97M-V/def2-TZVPD, OMol25).

Structure (XYZ):
```
50
Properties=species:S:1:pos:R:3:forces:R:3
P -1.7396 5.2723 0.2554 -2.8 3.2 2.6
P -1.0989 4.3549 -3.3643 -2.2 1.5 -5.7
C -1.6325 6.2526 -1.2676 0.3 -0.2 -1.3
C -2.1283 5.6516 -2.6050 -0.3 0.6 1.2
H -0.5986 6.6242 -1.3644 -0.3 -0.1 0.0
H -2.2652 7.1352 -1.0623 0.2 -0.4 0.2
H -3.1794 5.3121 -2.5439 0.5 0.0 0.0
H -2.1325 6.4757 -3.3475 0.2 -0.5 0.1
C 0.3902 5.1521 -4.0045 0.7 0.4 0.2
H 1.0918 4.4092 -4.4097 -0.3 0.2 0.2
H 0.9002 5.7280 -3.2225 0.1 -0.2 -0.2
H 0.1197 5.8367 -4.8190 -0.1 -0.1 0.3
C -2.0605 4.2669 -4.9313 -0.6 0.9 -1.0
H -1.9925 5.1876 -5.5332 -0.1 -0.2 0.3
H -3.1299 4.0913 -4.7617 0.2 0.0 0.3
H -1.7365 3.4597 -5.5941 0.2 0.1 0.3
C -1.0665 6.4554 1.4255 0.4 0.6 0.2
H -1.0717 6.0654 2.4473 0.0 -0.1 -0.2
H -1.6596 7.3760 1.4172 0.1 -0.1 -0.1
H -0.0366 6.7135 1.1635 0.0 0.0 0.1
C -3.5124 5.3191 0.6603 -0.5 -0.1 -0.1
H -4.1544 4.8942 -0.1211 0.2 0.0 0.2
H -3.8214 6.3549 0.8203 0.1 0.0 -0.1
H -3.7220 4.7724 1.5927 0.2 0.1 -0.3
Re 0.3023 1.4148 0.1083 -4.4 -1.9 -1.2
C -1.0191 2.5721 -3.2747 1.0 -0.3 3.8
C 0.2649 2.8571 -2.5412 2.8 -2.8 2.0
C 0.5165 3.6556 -1.2206 0.1 1.9 -1.2
C 0.2540 3.4288 0.3502 -1.6 3.0 -0.1
C -1.2316 3.7306 0.8982 2.7 -2.1 -2.1
C -1.9997 2.5983 0.2491 2.2 -3.1 0.8
C -2.6247 2.7442 -1.1149 -0.7 -0.1 -0.5
C -2.1252 1.9253 -2.3737 -0.7 0.2 -0.4
C -0.4335 0.2329 1.6052 0.3 -0.7 0.3
H -0.8210 2.0756 -4.2542 -0.4 0.7 0.8
H 1.2136 2.4000 -2.9042 -0.9 0.4 0.1
H -0.0305 4.6186 -1.3629 0.2 -0.2 0.1
H 1.5729 4.0339 -1.3077 -0.8 -0.7 0.1
H 0.9278 2.5174 0.9997 1.9 0.4 2.5
H 0.9314 4.1747 0.7980 0.2 -0.3 0.0
H -1.2427 3.7369 2.0221 -0.1 0.2 -1.1
H -2.6013 2.0233 0.9817 0.3 0.4 -0.7
H -2.5964 3.8128 -1.4031 -0.2 -0.4 0.1
H -3.7137 2.5125 -0.9825 0.8 0.2 -0.4
H -1.7499 0.9462 -2.0610 -0.2 0.0 -0.1
H -3.0053 1.7746 -3.0385 0.5 -0.1 0.5
H -1.0048 -0.6307 1.1856 0.4 0.6 0.2
H -1.0549 0.7520 2.3538 0.3 -0.3 -0.2
H 0.4971 -0.1652 2.0676 -0.6 0.0 0.1
F 1.0483 0.1926 -1.0934 0.5 -0.8 -0.5
```
Forces are in eV/Å.

Values from the calculation:
**Spin multiplicity**: 4
**Gap between HOMO and LUMO (spin up / spin down)**: 0.259 / 0.248 Eh
**E**: -39458.7987 eV
**Net charge**: +2
**HOMO level (spin up / spin down)**: -13.5 / -14.3 eV
**Molecular weight**: 478.566 g/mol
**<S²>**: 3.801
**Lowest unoccupied orbital energy (spin up / spin down)**: -6.48 / -7.52 eV
**Energy relative to the best compared isomer or geometry (same formula, charge and spin)**: 339.3 kJ/mol

[2]
# C15H31HgNOSi3

A molecular structure, C15H31HgNOSi3 (ωB97M-V/def2-TZVPD, OMol25).

Structure (XYZ):
```
52
Properties=species:S:1:pos:R:3:forces:R:3
Hg -1.0194 1.2299 -0.4702 0.0 0.1 0.1
C 2.2930 1.8869 -2.3040 0.0 0.0 0.1
Si 2.3100 1.7600 -0.4247 -0.1 0.0 0.1
C 1.9049 3.4482 0.3109 0.0 0.0 0.0
C 4.1219 1.4455 0.0480 0.0 0.0 0.0
C 1.1381 0.4846 0.2254 0.0 0.1 0.2
C 0.9908 0.5246 1.7144 0.0 0.1 -0.2
C 2.0217 0.1057 2.5700 0.0 -0.1 0.1
C 1.8140 0.0695 3.9365 0.0 0.0 0.0
C 0.5826 0.4561 4.4464 0.0 0.0 0.0
C -0.3729 0.8944 3.5438 0.1 0.0 0.0
N -0.1764 0.9483 2.2313 0.1 -0.1 -0.1
Si 1.1249 -1.2650 -0.3882 -0.1 0.0 0.0
C 2.7947 -2.1530 -0.2356 0.0 0.0 0.0
C -0.0971 -2.2593 0.6367 0.0 0.0 0.0
C 0.6454 -1.3863 -2.2092 0.1 0.0 0.1
H 2.8784 2.7584 -2.6139 0.0 0.0 0.0
H 1.2756 2.0053 -2.6801 0.0 0.0 0.0
H 2.7354 1.0076 -2.7781 0.0 0.0 0.0
H 2.6271 4.2023 -0.0177 0.0 0.0 0.0
H 1.9328 3.4098 1.4040 0.0 0.0 0.0
H 0.9050 3.7706 0.0149 0.0 0.0 0.0
H 4.7585 2.2266 -0.3804 0.0 0.0 0.0
H 4.4774 0.4805 -0.3250 0.0 0.0 0.0
H 4.2674 1.4594 1.1315 0.0 0.0 0.0
H 2.9662 -0.2102 2.1454 0.0 0.0 0.0
H 2.6039 -0.2657 4.5990 0.0 0.0 0.0
H 0.3699 0.4250 5.5069 0.0 0.0 0.0
H -1.3513 1.2186 3.8853 0.0 0.0 0.0
H 3.1177 -2.2298 0.8063 0.0 0.0 0.0
H 3.5836 -1.6397 -0.7939 0.0 0.0 0.0
H 2.7091 -3.1694 -0.6328 0.0 0.0 0.0
H 0.2000 -2.2640 1.6906 0.1 0.0 0.0
H -0.1334 -3.2991 0.2946 0.0 0.0 0.0
H -1.1047 -1.8342 0.5949 0.0 0.1 -0.1
H 1.4107 -0.9737 -2.8704 0.0 0.0 0.0
H -0.2925 -0.8669 -2.4170 0.0 0.0 0.0
H 0.5101 -2.4398 -2.4726 0.0 0.0 0.0
C -3.2375 -1.1290 -2.5744 0.0 0.0 0.0
Si -3.8832 -0.5472 -0.8919 -0.2 -0.1 -0.1
C -5.0838 0.8710 -1.2585 0.0 0.0 0.0
C -4.9267 -1.9748 -0.2090 0.0 0.1 0.0
O -2.7206 -0.1558 0.1253 0.1 0.0 0.0
H -4.0415 -1.4918 -3.2226 0.0 0.0 0.0
H -2.5112 -1.9377 -2.4492 0.0 0.0 0.0
H -2.7321 -0.3049 -3.0886 0.0 0.0 0.0
H -5.9003 0.5649 -1.9208 0.0 0.0 0.0
H -4.5547 1.7026 -1.7320 0.0 0.0 0.0
H -5.5203 1.2434 -0.3276 0.0 0.0 0.0
H -5.7299 -2.2692 -0.8927 0.0 0.0 0.0
H -5.3796 -1.6805 0.7420 0.0 0.0 0.0
H -4.3021 -2.8527 -0.0231 0.0 0.0 0.0
```
Forces are in eV/Å.

Values from the calculation:
**Spin multiplicity**: 2
**Gap between HOMO and LUMO (spin up / spin down)**: 0.210 / 0.274 Eh
**E**: -47408.2264 eV
**Net charge**: -1
**HOMO level (spin up / spin down)**: -2.7 / -4.7 eV
**Molecular weight**: 526.267 g/mol
**<S²>**: 0.758
**Lowest unoccupied orbital energy (spin up / spin down)**: 3.00 / 2.73 eV
**Energy relative to the best compared isomer or geometry (same formula, charge and spin)**: 0.0 kJ/mol

[3]
# C15H31IP2Sn

A molecular structure, C15H31IP2Sn (ωB97M-V/def2-TZVPD, OMol25).

Structure (XYZ):
```
50
Properties=species:S:1:pos:R:3:forces:R:3
P -1.7476 1.0670 1.5890 0.8 0.4 0.0
P -2.4796 -0.8879 -1.0473 0.7 -0.5 -0.5
C -0.4188 0.2261 0.6299 0.0 -0.4 0.2
C -0.8027 -0.1454 -0.8227 -0.5 0.9 0.2
H -0.1162 -0.6732 1.1900 -0.1 0.2 -0.1
H 0.4655 0.8851 0.6105 -0.3 -0.2 0.1
H -0.7581 0.7437 -1.4710 0.0 -0.2 0.2
H -0.0763 -0.8711 -1.2178 -0.2 0.2 0.1
C -2.0634 -2.6580 -0.9067 -0.8 -0.1 0.5
H -2.9245 -3.2574 -1.2208 0.2 0.0 0.2
H -1.7870 -2.9127 0.1219 -0.1 0.0 -0.2
H -1.2240 -2.8639 -1.5785 -0.1 0.2 0.0
C -2.8812 -0.7129 -2.8064 -0.7 0.5 0.1
H -2.0705 -1.1162 -3.4186 0.0 0.0 0.2
H -3.0471 0.3446 -3.0543 0.1 -0.3 0.0
H -3.8033 -1.2734 -3.0155 0.2 0.2 0.0
C -1.4838 0.9286 3.3748 0.2 -0.1 0.2
H -2.1991 1.5758 3.9051 0.2 -0.2 -0.2
H -0.4627 1.2494 3.6244 -0.2 0.0 -0.1
H -1.6211 -0.1064 3.7161 0.0 0.3 -0.2
C -1.5651 2.8160 1.1528 -0.2 0.3 0.0
H -1.8043 2.9781 0.0920 0.1 0.0 0.3
H -0.5277 3.1363 1.3413 -0.3 -0.1 0.0
H -2.2438 3.4298 1.7640 0.2 -0.1 -0.2
Sn -4.0363 0.1407 0.9997 1.3 -1.5 1.3
C 2.6282 -0.5661 -2.2767 -0.4 -0.1 0.0
C 2.4678 -1.6859 -1.5635 0.2 0.2 -0.3
C 3.3952 -2.1857 -0.4916 0.0 -0.2 0.4
C 4.1769 -1.1221 0.3126 0.4 -0.3 0.2
C 3.3573 0.0005 0.8857 -0.3 0.2 0.2
C 3.0206 1.1445 0.2806 0.3 -0.3 0.2
C 3.4517 1.5755 -1.0932 -0.1 0.2 -0.3
C 3.7191 0.4569 -2.1258 0.3 0.3 -0.4
C -5.3284 1.4066 2.2508 -0.8 0.2 -0.9
H 1.9461 -0.3493 -3.1075 0.0 -0.2 0.3
H 1.6567 -2.3792 -1.8138 0.2 0.2 -0.1
H 4.1386 -2.8746 -0.9348 -0.3 0.2 0.1
H 2.8061 -2.8032 0.2071 0.2 0.1 -0.1
H 4.6272 -1.6483 1.1692 0.0 0.1 -0.4
H 5.0065 -0.7424 -0.2940 -0.2 -0.1 0.4
H 3.0695 -0.1654 1.9304 -0.2 0.2 -0.3
H 2.4589 1.9043 0.8350 0.2 -0.2 0.0
H 4.3721 2.1847 -1.0204 -0.4 -0.2 0.0
H 2.6829 2.2578 -1.4937 0.2 -0.2 0.0
H 3.8198 0.9531 -3.1040 0.2 -0.1 0.3
H 4.6845 -0.0149 -1.9120 -0.3 0.2 -0.3
H -6.0966 1.7457 1.5484 0.0 0.2 0.5
H -4.7987 2.2607 2.6956 0.2 -0.4 -0.4
H -5.7677 0.7632 3.0242 0.3 -0.1 -0.4
I -3.8154 -2.1592 2.5399 -0.1 0.8 -0.7
```
Forces are in eV/Å.

Values from the calculation:
**Spin multiplicity**: 1
**Gap between HOMO and LUMO**: 0.178 Eh
**E**: -48551.6961 eV
**Net charge**: +2
**HOMO level**: -13.8 eV
**Molecular weight**: 518.976 g/mol
**Lowest unoccupied orbital energy**: -8.99 eV

[4]
# C15H31N5OsSi

A molecular structure, C15H31N5OsSi (ωB97M-V/def2-TZVPD, OMol25).

Structure (XYZ):
```
53
Properties=species:S:1:pos:R:3:forces:R:3
Os -0.1604 0.0205 1.0422 0.4 0.0 0.5
N -5.1795 -1.7716 -0.2902 0.0 0.0 0.0
C -4.1332 -0.8225 0.2875 0.0 0.0 0.0
C -3.6252 0.1906 -0.7547 0.0 0.0 0.0
C -2.2588 -0.1403 -1.3864 0.0 0.0 0.0
N -1.0999 0.5967 -0.7183 0.2 0.1 -0.2
C -1.9907 -1.6317 -1.4086 0.0 0.0 0.0
C -1.9690 -2.2367 -0.0060 0.0 0.0 0.0
N -0.6010 -2.0472 0.5638 0.1 0.0 0.0
C -2.9774 -1.5699 0.9533 0.0 0.0 0.0
H -5.9903 -1.2456 -0.6409 0.0 0.0 0.0
H -5.5459 -2.4090 0.4280 0.0 0.0 0.0
H -4.8478 -2.3510 -1.0673 0.0 0.0 0.0
H -4.6872 -0.2926 1.0610 0.0 0.0 0.0
H -3.6044 1.1750 -0.2808 0.0 0.0 0.0
H -4.3460 0.3012 -1.5681 0.0 0.0 0.0
H -2.2613 0.2385 -2.4091 0.0 0.0 0.0
H -1.3747 1.5759 -0.6002 0.0 0.0 0.0
H -0.3486 0.6417 -1.4136 -0.1 0.0 0.0
H -1.0614 -1.8627 -1.9362 0.0 0.0 0.0
H -2.7631 -2.1048 -2.0200 0.0 0.0 0.0
H -2.1589 -3.3088 -0.0747 0.0 0.0 0.0
H 0.0774 -2.4566 -0.0800 0.0 0.0 0.0
H -0.5113 -2.6090 1.4133 0.0 0.0 0.0
H -2.4669 -0.7851 1.5483 0.0 0.0 0.0
H -3.3315 -2.2750 1.7086 0.0 0.0 0.0
C -1.1928 3.3357 2.8160 0.0 0.1 0.0
C 0.2048 2.8834 2.6107 0.1 0.0 0.1
C 1.3010 3.6083 3.1798 0.0 -0.1 -0.1
C 2.6209 3.1960 3.0397 -0.1 0.1 0.1
C 2.9038 2.0541 2.3091 -0.1 -0.2 -0.1
C 1.8035 1.3834 1.7422 0.3 0.4 0.2
N 0.4835 1.7972 1.9166 0.1 0.1 0.0
N 1.7399 0.2948 0.9604 -0.8 -0.4 -0.4
Si 3.2766 -0.6042 0.0962 0.0 0.2 -0.1
C 2.4838 -2.0917 -0.6489 0.0 -0.1 0.0
C 3.7778 0.7077 -1.1077 -0.1 -0.1 0.1
C 4.4205 -0.9581 1.4963 0.0 0.0 0.1
H -1.4110 3.4005 3.8853 0.0 0.0 0.0
H -1.9089 2.6634 2.3483 0.0 0.0 0.0
H -1.3223 4.3445 2.4146 0.0 0.0 0.0
H 1.0746 4.5072 3.7438 0.0 0.0 0.0
H 3.4198 3.7706 3.4937 0.0 0.0 0.0
H 3.9142 1.6932 2.1661 0.0 0.0 0.0
H 1.6742 -1.8560 -1.3450 0.0 0.0 0.0
H 2.1707 -2.8246 0.0989 0.0 0.0 0.0
H 3.2517 -2.5961 -1.2465 0.0 0.0 0.0
H 3.0232 0.9046 -1.8705 0.0 0.0 0.0
H 4.6686 0.3383 -1.6285 0.0 0.0 0.0
H 4.0597 1.6477 -0.6305 0.0 0.0 0.0
H 3.9106 -1.1510 2.4425 0.0 0.0 0.0
H 5.1641 -0.1722 1.6391 0.0 0.0 0.0
H 4.9750 -1.8703 1.2531 0.0 0.0 0.0
```
Forces are in eV/Å.

Values from the calculation:
**Spin multiplicity**: 1
**Gap between HOMO and LUMO (spin up / spin down)**: 0.226 / 0.227 Eh
**E**: -33811.9093 eV
**Net charge**: +4
**HOMO level (spin up / spin down)**: -21.8 / -21.8 eV
**Molecular weight**: 499.764 g/mol
**Lowest unoccupied orbital energy (spin up / spin down)**: -15.69 / -15.68 eV
**Energy relative to the best compared isomer or geometry (same formula, charge and spin)**: 0.0 kJ/mol